Entry from the Open Molecules 2025 dataset: a structure of composition C10H13NPTi (wB97M-V/def2-TZVPD).

Values from the calculation:
Spin multiplicity: 1
Charge: +1
Orbital gap (spin up / spin down) in eV: 7.1 / 7.1
Energy above the lowest of the compared OMol25 structures with the same formula, charge and spin in kcal/mol: 4.12
E_HOMO (spin up / spin down) in hartree: -0.4069 / -0.4070
Lowest unoccupied orbital energy (spin up / spin down) in Ha: -0.1450 / -0.1451

Positions of all 26 atoms, in Å:
Ti: -0.70 -0.25 -0.15
P: -0.12 2.28 0.60
N: -0.44 -0.60 1.96
C: 0.53 0.53 -1.51
C: -0.32 -1.37 -2.85
C: 0.17 -1.93 -0.47
C: -0.99 -1.81 2.29
C: -0.08 -0.16 4.30
C: -1.07 -2.24 3.61
C: 0.10 -0.04 -2.70
C: -0.34 -2.26 -1.74
C: 0.11 0.15 2.96
C: -0.66 -1.39 4.64
H: 0.09 0.57 -3.62
H: 1.08 1.48 -1.53
H: -1.47 -3.24 3.81
H: -0.69 -3.28 -1.96
H: 1.07 2.63 1.27
H: -0.79 -1.67 5.68
H: -1.31 -2.45 1.45
H: 0.69 1.03 2.65
H: 0.11 3.22 -0.47
H: 0.50 -2.72 0.21
H: -1.02 3.09 1.33
H: 0.23 0.56 5.06
H: -0.53 -1.76 -3.86

=====

Entry from the Open Molecules 2025 dataset: the molecule C5H5NO2 (wB97M-V/def2-TZVPD).

Values from the calculation:
Spin multiplicity: 1
SMILES: CC(=O)O/C=C/C#N
Charge: 0
Orbital gap in eV: 9.9
Energy above the lowest of the compared OMol25 structures with the same formula, charge and spin in kcal/mol: 76.68
E_HOMO in hartree: -0.3563
Lowest unoccupied orbital energy in Ha: 0.0067

Positions of all 13 atoms, in Å:
O: -0.99 -1.23 0.06
O: -0.86 0.97 -0.12
N: 3.84 -0.24 0.07
C: 1.17 -0.17 -0.10
C: 2.60 -0.03 0.02
C: -1.61 -0.14 -0.06
C: 0.44 0.93 0.08
C: -3.12 -0.01 0.06
H: 0.93 1.81 0.30
H: 0.91 -1.28 -0.60
H: -3.45 0.18 1.09
H: -3.60 -1.11 -0.01
H: -3.64 0.75 -0.69

=====

Entry from the Open Molecules 2025 dataset: the ion C19H36BFO10PS with charge -1 (wB97M-V/def2-TZVPD).

Values from the calculation:
Spin multiplicity: 1
Charge: -1
Orbital gap in eV: 6.6
E_HOMO in hartree: -0.1655
Lowest unoccupied orbital energy in Ha: 0.0759

Positions of all 69 atoms, in Å:
S: -4.93 -2.90 2.16
P: -0.48 2.46 -1.68
F: 0.34 -2.24 2.81
O: -6.30 -3.27 2.38
O: -3.95 -3.93 2.01
O: 1.95 -0.93 2.11
O: -4.48 -1.99 3.39
O: -1.02 -0.19 -1.93
O: 1.05 -0.34 -0.82
O: 0.83 1.32 0.71
O: 4.85 -2.87 -1.28
O: 1.40 3.86 1.18
O: 5.14 -0.98 -0.08
C: -0.96 0.76 -0.90
C: -4.83 -1.77 0.79
C: 0.19 1.84 1.85
C: 0.34 3.37 1.96
C: 2.30 4.74 1.84
C: -2.42 0.99 -0.41
C: -0.98 2.13 -3.41
C: -3.40 -0.18 -0.54
C: 0.17 0.24 0.05
C: 5.01 -2.16 -0.14
C: -0.03 -2.53 -1.91
C: 2.38 -3.08 -1.07
C: 1.17 -3.50 -1.92
C: -0.26 -0.82 1.08
C: -3.43 -1.21 0.60
C: 1.35 2.51 -1.90
C: 0.83 -1.27 1.99
C: 3.57 -2.68 -1.93
C: 3.54 4.01 2.37
B: 0.31 -0.94 -1.99
H: 4.45 4.49 2.00
H: -2.46 1.39 0.61
H: -2.82 1.79 -1.03
H: 0.48 3.61 3.02
H: 1.73 3.31 -1.27
H: -0.85 3.04 -3.98
H: 3.56 3.97 3.46
H: 1.62 2.72 -2.93
H: 3.53 2.99 1.98
H: -2.74 -2.02 0.39
H: 2.12 -2.27 -0.39
H: 0.93 -0.64 -3.01
H: -4.40 0.28 -0.56
H: -2.00 1.75 -3.46
H: -0.60 3.85 1.65
H: 1.47 -3.66 -2.96
H: -4.42 -1.06 3.13
H: -0.88 1.62 1.87
H: 2.70 -3.93 -0.47
H: 1.79 5.26 2.66
H: 2.58 5.50 1.11
H: 0.83 -4.48 -1.57
H: 3.61 -3.31 -2.81
H: -1.07 -0.52 1.74
H: -3.11 -0.71 1.51
H: -5.14 -2.40 -0.04
H: 5.05 -2.80 0.75
H: -0.62 -1.71 0.57
H: 1.82 1.59 -1.57
H: -0.69 -2.77 -1.07
H: 0.63 1.38 2.74
H: -3.27 -0.67 -1.50
H: -0.63 -2.74 -2.80
H: 3.47 -1.64 -2.27
H: -0.33 1.35 -3.82
H: -5.56 -0.99 0.97

=====

Entry from the Open Molecules 2025 dataset: a structure of composition C12H15BCl2EuN6O2 (wB97M-V/def2-TZVPD).

Values from the calculation:
Spin multiplicity: 8
Charge: +2
Orbital gap (spin up / spin down) in eV: 7.1 / 2.8
E_HOMO (spin up / spin down) in hartree: -0.5564 / -0.5546
Lowest unoccupied orbital energy (spin up / spin down) in Ha: -0.2951 / -0.4517

Positions of all 39 atoms, in Å:
Eu: 0.15 0.23 0.57
Cl: -2.36 4.54 2.22
Cl: -3.80 2.29 3.37
O: -2.80 1.70 -0.11
O: -1.31 1.64 1.61
N: -0.34 -1.91 -1.37
N: 2.03 -1.32 -0.71
N: -0.24 1.13 -1.28
N: -0.93 -1.47 -0.24
N: 0.48 0.35 -2.16
N: 1.79 -1.07 0.63
C: 3.28 -1.82 -0.85
C: -1.99 -2.25 -0.01
C: 0.66 1.03 -3.32
C: 0.05 2.28 -3.20
C: -3.27 3.06 1.85
C: -2.09 -3.23 -1.03
C: -0.49 2.30 -1.90
C: 3.89 -1.87 0.41
C: -2.42 2.11 1.07
C: 0.84 0.89 3.96
C: -1.02 -2.97 -1.88
C: 2.91 -1.39 1.30
B: 0.93 -1.14 -1.84
H: -1.05 3.08 -1.37
H: 4.89 -2.23 0.64
H: 2.95 -1.25 2.38
H: 1.64 0.30 4.42
H: 1.19 0.57 -4.15
H: -2.84 -4.01 -1.13
H: -2.63 -2.08 0.86
H: 0.37 0.31 3.15
H: -4.17 3.34 1.26
H: 0.00 3.07 -3.95
H: 1.27 1.82 3.54
H: 0.08 1.15 4.71
H: 1.38 -1.61 -2.86
H: -0.69 -3.46 -2.79
H: 3.66 -2.10 -1.83

=====

Entry from the Open Molecules 2025 dataset: a cluster of 2 separate species, H4N5 in total (wB97M-V/def2-TZVPD).

Values from the calculation:
Spin multiplicity: 1
Charge: +1
Orbital gap in eV: 11.7
Energy above the lowest of the compared OMol25 structures with the same formula, charge and spin in kcal/mol: 1.02
E_HOMO in hartree: -0.6255
Lowest unoccupied orbital energy in Ha: -0.1949

Positions of all 9 atoms, in Å:
N: -0.19 -0.31 -1.74
N: -0.09 -0.46 0.97
N: -0.88 0.55 0.86
N: 1.09 -0.38 0.49
N: -0.64 -0.43 -2.73
H: -0.60 1.33 0.28
H: 1.46 0.41 -0.08
H: -1.83 0.61 1.37
H: 1.67 -1.31 0.59

=====

Entry from the Open Molecules 2025 dataset: a structure of composition C3F9KO9S3 (wB97M-V/def2-TZVPD).

Values from the calculation:
Spin multiplicity: 1
Charge: -2
Orbital gap in eV: 5.0
Energy above the lowest of the compared OMol25 structures with the same formula, charge and spin in kcal/mol: 118.41
E_HOMO in hartree: -0.1485
Lowest unoccupied orbital energy in Ha: 0.0356

Positions of all 25 atoms, in Å:
K: -2.46 -0.95 3.21
S: 3.92 2.03 5.08
S: 2.79 -3.70 -1.47
S: -6.37 -0.15 -2.91
F: 3.41 3.47 7.22
F: -6.82 1.90 -4.52
F: -4.72 1.38 -4.36
F: -5.92 0.02 -5.51
F: 2.56 4.44 5.45
F: 1.30 -2.47 -3.29
F: 3.11 -3.30 -3.97
F: 4.86 4.41 5.89
F: 3.29 -1.42 -3.04
O: 2.60 1.39 5.08
O: 4.91 1.26 5.82
O: 4.39 2.46 3.76
O: 4.19 -3.68 -1.05
O: 1.82 -3.09 -0.55
O: -6.99 -1.44 -3.20
O: 2.39 -5.06 -1.85
O: -7.29 0.75 -2.16
O: -5.24 -0.29 -2.05
C: -5.93 0.89 -4.46
C: 3.62 3.72 5.91
C: 2.57 -2.56 -3.02

=====

Entry from the Open Molecules 2025 dataset: a structure of composition C41H39F5N2P2PdSi (wB97M-V/def2-TZVPD).

Values from the calculation:
Spin multiplicity: 5
Charge: +2
Orbital gap (spin up / spin down) in eV: 7.5 / 5.6
Energy above the lowest of the compared OMol25 structures with the same formula, charge and spin in kcal/mol: 31.70
E_HOMO (spin up / spin down) in hartree: -0.4752 / -0.5183
Lowest unoccupied orbital energy (spin up / spin down) in Ha: -0.1989 / -0.3134

Positions of all 91 atoms, in Å:
Pd: -1.54 0.79 0.63
P: 2.47 0.51 -0.71
P: 0.41 -0.55 -0.31
Si: -3.06 -2.30 2.65
F: -0.68 2.36 -2.16
F: -0.86 3.19 2.47
F: 0.46 6.46 -0.46
F: 0.02 4.82 -2.61
F: 0.26 5.77 2.06
N: -3.11 -0.73 1.83
N: -3.80 1.37 1.20
C: -4.46 2.44 1.47
C: -1.21 -1.59 -2.21
C: -0.01 4.89 1.12
C: -4.39 3.66 0.63
C: -0.59 3.64 1.23
C: -1.52 -2.38 -3.29
C: -4.74 0.38 3.23
C: 4.32 -0.39 -2.60
C: 5.04 -2.55 -1.03
C: 5.55 -2.41 -2.31
C: -4.73 -2.96 3.10
C: 3.75 -0.58 -1.31
C: 1.36 -3.19 -0.12
C: 1.52 -4.37 0.55
C: -3.89 0.27 2.07
C: 1.27 -4.42 1.95
C: 2.46 0.83 2.17
C: 0.94 -3.33 2.70
C: 0.14 -1.13 -2.00
C: 1.72 1.65 -3.18
C: 3.06 1.24 0.86
C: 0.91 -2.06 0.60
C: 0.04 5.31 -0.24
C: 0.78 -2.09 -4.07
C: -0.49 -2.60 -4.28
C: -2.15 -2.12 4.29
C: 5.23 -1.31 -3.10
C: 4.10 -1.67 -0.53
C: -2.38 -3.37 1.38
C: 3.15 3.99 -2.70
C: 1.10 -1.49 -2.90
C: -5.28 1.57 3.63
C: -5.20 2.67 2.72
C: -0.87 2.67 0.19
C: 3.12 2.97 -1.77
C: 1.75 2.66 -4.12
C: 2.44 3.80 -3.88
C: 2.40 1.78 -1.95
C: 0.67 -2.12 2.02
C: -0.26 4.42 -1.32
C: -0.60 3.18 -1.13
H: 1.20 0.73 -3.23
H: -4.90 -0.51 3.79
H: -5.29 4.30 0.62
H: -4.74 -4.00 2.86
H: 0.32 -1.28 2.58
H: -3.09 -3.27 0.55
H: -3.59 4.22 1.13
H: -1.82 -3.16 4.55
H: -5.67 1.74 4.63
H: 4.09 0.97 0.82
H: -0.76 -3.11 -5.18
H: -5.62 -2.68 2.45
H: 1.35 2.42 -5.12
H: 0.69 -3.44 3.78
H: 2.51 4.56 -4.65
H: 6.19 -3.18 -2.64
H: 5.33 -3.44 -0.44
H: 1.69 -5.30 -0.05
H: 1.60 -3.17 -1.19
H: 2.53 -0.17 2.49
H: -2.57 -2.71 -3.49
H: -2.33 -4.43 1.66
H: 1.73 1.45 2.65
H: -5.03 -2.76 4.14
H: -3.96 3.55 -0.39
H: 5.58 -1.26 -4.08
H: -2.88 -1.80 5.02
H: -5.53 3.66 2.98
H: -1.97 -1.35 -1.52
H: 3.73 4.88 -2.50
H: 2.16 -1.21 -2.70
H: -1.46 -2.94 1.00
H: 3.02 2.33 0.77
H: 3.65 -1.71 0.44
H: 3.79 3.07 -0.90
H: 1.49 -2.15 -4.86
H: 1.27 -5.40 2.46
H: -1.27 -1.48 4.31
H: 3.95 0.45 -3.21

=====

Entry from the Open Molecules 2025 dataset: the molecule C4H6O2 (wB97M-V/def2-TZVPD).

Values from the calculation:
Spin multiplicity: 1
SMILES: CO/C=C1\CO1
Charge: 0
Orbital gap in eV: 9.3
Energy above the lowest of the compared OMol25 structures with the same formula, charge and spin in kcal/mol: 78.49
E_HOMO in hartree: -0.3093
Lowest unoccupied orbital energy in Ha: 0.0338

Positions of all 12 atoms, in Å:
O: 0.90 -1.37 -0.37
O: 0.61 2.04 1.13
C: -0.50 1.83 0.21
C: -0.46 -1.65 -0.64
C: 1.19 -0.28 0.40
C: 0.52 0.86 0.45
H: -0.46 2.46 -0.68
H: -1.09 -0.76 -0.62
H: -1.48 1.74 0.68
H: -0.51 -2.10 -1.63
H: -0.85 -2.36 0.10
H: 2.11 -0.39 0.96

=====

Number 1: maximum force 3.617 eV Å⁻¹. Number 2: maximum force 9.817 eV Å⁻¹. Number 3: maximum force 1.021 eV Å⁻¹. Number 4: maximum force 8.113 eV Å⁻¹. Number 5: maximum force 3.059 eV Å⁻¹. Number 6: maximum force 5.538 eV Å⁻¹. Number 7: maximum force 4.333 eV Å⁻¹. Number 8: maximum force 0.354 eV Å⁻¹.